This record from OMol25 describes C19H27IrN2O2S5 as an isolated structure in a non-equilibrium geometry. The level of theory is wB97M-V/def2-TZVPD.

```
56
Properties=species:S:1:pos:R:3:nbo_charge:R:1
Ir 0.23044 -0.20258 -0.02352 0.874
S -1.56877 1.63554 0.52376 0.419
S -1.79551 -1.45855 -0.28104 0.555
S 3.96516 -2.65808 -0.13127 0.595
S 1.29509 1.49608 1.89521 0.400
S -0.06062 -1.47703 2.40551 0.450
O -1.07514 1.01839 -2.13841 -0.693
O 0.88815 1.68473 -1.33397 -0.764
N 0.55784 -1.39539 -1.70692 -0.441
N 1.36343 3.45530 -3.25490 -0.677
C -1.97292 -2.70016 1.00962 -0.562
C 1.72021 -2.10391 -1.76043 0.218
C -3.04470 0.72934 1.00335 -0.545
C 0.28277 2.97757 1.90319 -0.560
C 1.24276 -2.90479 -3.95706 -0.074
C -0.03309 2.88348 -3.18235 -0.336
C 0.04992 -2.19189 -3.90860 -0.250
C -1.20653 2.69010 1.93204 -0.551
C 1.98568 -1.09567 0.38393 -0.134
C -0.27359 -0.14634 3.59979 -0.545
C 0.91024 0.81141 3.53569 -0.558
C -1.69596 -2.21529 2.41405 -0.561
C 2.48913 -1.93674 -0.56831 -0.340
C -3.22336 -0.35460 -0.03374 -0.558
C 2.08080 -2.85620 -2.86820 -0.220
C 3.95360 -1.83130 1.35534 -0.347
C -0.26101 -1.45638 -2.79575 0.061
C -0.09378 1.76317 -2.15569 0.772
C 2.85927 -1.04233 1.52168 -0.308
H -2.43899 -1.51013 2.77974 0.235
H -1.53749 2.23733 2.86382 0.236
H -0.65206 -2.21363 -4.73005 0.263
H 1.88449 3.09739 -2.44259 0.469
H 1.50470 -3.48815 -4.83020 0.264
H 0.75078 1.65706 4.20613 0.274
H 0.56528 3.52010 0.99999 0.256
H -1.21945 0.35016 3.39914 0.213
H 2.74621 -0.44511 2.40325 0.218
H -1.18321 -0.91490 -2.75468 0.249
H -1.68802 -3.06926 3.09357 0.288
H -0.32922 2.52495 -4.16327 0.270
H 0.57280 3.59196 2.75623 0.279
H 1.85516 3.16619 -4.10230 0.455
H -3.39464 0.07874 -1.01948 0.280
H -0.32946 -0.59016 4.59568 0.280
H -2.94471 0.34998 2.01693 0.226
H -0.71384 3.67646 -2.87910 0.264
H 1.81412 0.31494 3.88033 0.263
H -1.27812 -3.49194 0.71955 0.271
H -2.98200 -3.10469 0.90661 0.285
H -3.89869 1.40960 0.97706 0.284
H 1.37194 4.47624 -3.23169 0.456
H 3.02060 -3.39154 -2.86034 0.260
H -1.76743 3.61518 1.79002 0.278
H -4.07170 -1.00219 0.19657 0.282
H 4.77345 -1.96246 2.04610 0.280
```

For the largest force on an atom, the calculation gives 1.78 eV/Å. Its spin multiplicity is 2. The total charge is +3. The value obtained for the HOMO energy (spin up / spin down) is -16.5 / -16.5 eV. The calculation puts the electronic energy at -84205.370 eV.